Computed, not measured: a molecular structure, C37H35As2BrCl2CsN3O5, with ωB97M-V with the def2-TZVPD basis set.

As for the charge: -2. As for the orbital gap: 0.19360 Ha. As for the energy relative to the best compared isomer or geometry (same formula, charge and spin): 18.8 kcal per mole. As for the lowest unoccupied orbital energy: 3.48 eV.

Each line ends with the Mulliken charge.
Cartesian coordinates (Å):
Cs 2.603 -0.127 1.727  0.897
N -1.216 -3.272 1.537  -0.762
C -0.527 -3.931 0.420  -0.758
C -1.028 -3.441 -0.956  0.698
O -2.293 -3.474 -1.061  -0.752
N -0.220 -3.077 -1.925  -0.438
C 1.192 -2.928 -1.642  -1.681
C 1.585 -1.707 -0.766  1.161
O 2.801 -1.369 -0.764  -0.951
O 0.654 -1.123 -0.153  -0.283
H -0.913 -2.300 1.502  0.374
H -2.196 -3.240 1.262  0.273
H 0.543 -3.792 0.555  0.321
H -0.730 -5.006 0.474  0.399
H 1.663 -3.809 -1.179  0.482
H 1.729 -2.784 -2.585  0.381
Cl -0.275 1.178 3.368  -0.005
C 1.029 1.928 4.299  -0.144
Cl 1.970 3.142 3.402  -0.148
H 1.703 1.144 4.654  0.050
H 0.566 2.460 5.122  0.325
C -1.234 2.372 -1.134  -1.145
C -2.168 1.748 -0.098  -1.356
As -2.272 -0.235 -0.260  1.036
C -3.144 -0.228 -2.030  0.479
C -4.227 0.593 -2.332  -0.644
C -4.806 0.569 -3.593  -0.645
C -4.309 -0.291 -4.566  -0.477
C -3.241 -1.125 -4.266  -0.805
C -2.657 -1.099 -3.005  0.725
C -3.938 -0.495 0.738  0.154
C -4.605 -1.705 0.512  -0.445
C -5.745 -2.019 1.233  -0.718
C -6.232 -1.143 2.199  -0.434
C -5.563 0.045 2.445  -0.555
C -4.419 0.363 1.719  -0.321
As 0.727 2.186 -0.812  0.574
C 1.140 4.032 -1.371  -0.405
C 1.665 4.910 -0.428  -0.520
C 1.927 6.237 -0.753  -0.502
C 1.666 6.699 -2.034  -0.387
C 1.143 5.832 -2.986  -0.633
C 0.884 4.509 -2.656  0.128
C 1.286 1.296 -2.443  0.130
C 2.497 1.623 -3.050  -0.510
C 2.941 0.914 -4.156  -0.589
C 2.186 -0.141 -4.655  -0.506
C 0.990 -0.485 -4.043  -0.287
C 0.544 0.235 -2.945  -0.215
H -1.383 3.453 -1.147  0.692
H -1.462 2.009 -2.140  0.374
H -3.172 2.166 -0.215  0.477
H -1.832 1.996 0.912  0.535
H -4.639 1.251 -1.573  0.231
H -5.649 1.215 -3.815  0.381
H -4.762 -0.315 -5.551  0.337
H -2.859 -1.812 -5.012  0.430
H -1.837 -1.775 -2.764  -0.301
H -4.195 -2.400 -0.217  0.427
H -6.253 -2.960 1.052  0.400
H -7.122 -1.394 2.765  0.336
H -5.927 0.726 3.206  0.374
H -3.902 1.294 1.926  0.257
H 1.869 4.548 0.574  0.370
H 2.337 6.906 -0.006  0.379
H 1.871 7.731 -2.293  0.344
H 0.940 6.188 -3.990  0.372
H 0.488 3.833 -3.406  0.426
H 3.100 2.432 -2.653  0.449
H 3.889 1.171 -4.614  0.350
H 2.547 -0.710 -5.504  0.340
H 0.414 -1.341 -4.375  0.457
H -0.361 -0.088 -2.444  0.033
Br 8.460 -3.754 4.666  -0.242
C 6.660 -3.395 5.181  0.083
C 6.003 -4.292 6.004  -0.125
N 4.751 -4.095 6.404  -0.682
C 4.135 -2.986 5.990  -0.128
C 4.721 -2.034 5.163  0.157
C 6.023 -2.252 4.741  -0.346
C 3.970 -0.776 4.734  0.542
O 4.529 -0.088 3.850  -0.774
O 2.862 -0.566 5.271  -0.851
H 6.498 -5.193 6.349  0.345
H 3.118 -2.831 6.327  0.454
H 6.493 -1.529 4.088  0.527


Computed, not measured: a molecular structure, C26H33CuOSSi, with ωB97M-V with the def2-TZVPD basis set.

The spin multiplicity is 2. Its expectation value of S² is 0.76. As for the charge: +1. As for the orbital gap (alpha / beta): 0.31814 / 0.26033 Ha. As for the lowest unoccupied orbital energy (alpha / beta): -1.95 / -4.52 eV.

Each line ends with the Löwdin spin population.
Cartesian coordinates (Å):
Cu 0.717 0.242 -0.558  0.303
C 1.743 -2.287 3.706  0.000
C 1.292 -2.442 2.257  0.003
C 1.398 -3.910 1.833  0.001
C 2.032 -1.530 1.292  0.040
C 2.901 -0.531 1.721  0.012
C 3.586 0.284 0.823  0.012
C 3.457 0.124 -0.550  0.003
C 4.204 0.985 -1.528  0.000
C 2.597 -0.888 -1.003  0.007
C 1.876 -1.682 -0.100  0.013
H 1.178 -2.971 4.339  0.000
H 1.577 -1.280 4.091  0.000
H 2.802 -2.527 3.818  0.000
H 0.236 -2.154 2.220  0.001
H 2.442 -4.228 1.804  0.000
H 0.962 -4.099 0.852  0.000
H 0.874 -4.543 2.549  0.000
H 3.066 -0.379 2.779  0.000
H 4.251 1.048 1.207  0.001
H 3.507 1.623 -2.076  0.000
H 4.738 0.376 -2.257  0.000
H 4.926 1.621 -1.021  0.000
H 2.508 -1.078 -2.067  0.000
H 1.252 -2.476 -0.494  0.000
C -1.938 1.186 4.848  0.000
C -3.003 1.382 3.979  0.003
C -2.834 1.168 2.619  0.013
C -1.600 0.752 2.108  0.060
C -0.540 0.570 2.994  0.009
C -0.705 0.782 4.356  0.000
Si -1.483 0.465 0.274  0.281
C -2.314 -1.041 -0.428  0.050
C -3.248 -0.891 -1.458  0.023
C -3.869 -1.997 -2.024  0.000
C -3.560 -3.271 -1.571  0.022
C -2.633 -3.440 -0.548  -0.003
C -2.014 -2.335 0.013  0.022
H -2.068 1.354 5.909  0.000
H -3.963 1.702 4.360  0.000
H -3.677 1.325 1.954  0.002
H 0.433 0.281 2.618  0.004
H 0.127 0.642 5.034  0.000
H -2.073 1.624 -0.452  0.025
H -3.509 0.101 -1.812  0.001
H -4.599 -1.864 -2.812  0.000
H -4.046 -4.133 -2.008  0.001
H -2.398 -4.434 -0.190  -0.001
H -1.297 -2.485 0.813  0.001
O 0.819 1.669 -1.918  0.080
S -0.067 2.911 -2.084  0.007
C 0.865 3.937 -3.257  0.003
C -0.055 4.202 -4.444  0.001
C -0.795 2.890 -4.685  0.000
C -1.322 2.465 -3.319  -0.001
H 1.710 3.305 -3.538  0.000
H 1.228 4.826 -2.746  0.000
H 0.522 4.527 -5.308  0.000
H -0.766 4.998 -4.208  0.000
H -0.111 2.135 -5.074  0.000
H -1.611 3.000 -5.398  0.000
H -1.495 1.396 -3.195  0.000
H -2.231 3.001 -3.040  0.000


Computed, not measured: a molecular structure, C17H17ClN8O2S, with ωB97M-V with the def2-TZVPD basis set.

As for the charge: 0. As for the orbital gap: 0.32105 Ha. As for the lowest unoccupied orbital energy: 0.47 eV.

Each line ends with the natural charge from an NBO analysis.
Cartesian coordinates (Å):
O 2.650 0.750 2.634  -0.651
O 1.797 -3.475 1.931  -0.633
Cl -0.256 -1.782 -5.513  -0.035
N 0.024 3.021 -0.948  -0.324
N -0.367 1.210 -2.299  -0.537
N -1.472 -0.325 1.066  -0.523
S -2.683 2.067 -1.011  0.232
C 1.817 -0.117 2.302  0.634
C 1.456 -2.334 1.798  0.786
C -0.877 2.151 -1.394  0.185
C 0.848 1.610 -2.346  0.507
C -1.508 0.996 1.183  0.408
C -0.283 -0.831 1.434  0.359
C 0.425 0.177 2.013  -0.077
C -1.488 -1.632 -2.995  -0.202
C 0.757 -2.722 -3.200  -0.244
C -1.417 -1.926 -1.615  -0.181
C 0.809 -2.909 -1.783  -0.194
C -0.357 -2.073 -3.760  -0.045
C -0.350 -2.624 -1.050  -0.046
N 1.576 0.912 -3.256  -0.821
N 1.116 2.699 -1.662  -0.382
N 2.273 -1.369 2.368  -0.609
N 0.247 -2.047 1.242  -0.427
N -0.295 1.370 1.818  -0.316
C -2.662 1.899 0.851  -0.563
C -0.516 -3.031 0.440  -0.233
C -0.394 2.647 3.953  -0.602
C 0.168 2.636 2.478  -0.206
H -2.308 -1.023 -3.425  0.248
H 1.618 -3.156 -3.817  0.239
H -2.163 -1.690 -0.900  0.237
H 1.649 -3.393 -1.321  0.225
H 2.529 1.223 -3.579  0.395
H 1.028 0.225 -3.766  0.431
H 2.015 3.158 -1.779  0.417
H 3.187 -1.701 2.772  0.462
H -2.702 2.937 1.254  0.252
H -3.536 1.310 1.179  0.263
H -0.201 -4.117 0.561  0.258
H -1.545 -3.023 0.782  0.228
H -0.078 3.633 4.362  0.212
H -1.455 2.467 3.978  0.202
H -0.017 1.896 4.540  0.209
H -0.284 3.515 2.015  0.212
H 1.224 2.792 2.467  0.247


Computed, not measured: C2H3ClO2S in the gas phase, with ωB97M-V with the def2-TZVPD basis set.

As for the charge: 0. As for the orbital gap (alpha / beta): 0.32306 / 0.28326 Ha. As for the energy relative to the best compared isomer or geometry (same formula, charge and spin): 93.4 kcal per mole. As for the lowest unoccupied orbital energy (alpha / beta): -1.06 / -1.41 eV.

Each line ends with the natural charge from an NBO analysis.
Cartesian coordinates (Å):
C 1.121 0.161 -0.693  -0.694
C -0.615 -0.870 0.739  -0.536
O -0.235 1.725 1.078  -0.915
O -1.428 0.939 -0.931  -0.927
S -0.366 0.779 0.006  2.123
Cl -1.664 -1.831 0.124  0.229
H 2.092 0.269 -0.138  0.246
H 0.995 0.053 -1.742  0.229
H 0.099 -1.225 1.557  0.246


Question: What is the formula in the second record?
Answer: C26H33CuOSSi


Question: The lowest charge belongs to which entry?
Answer: C37H35As2BrCl2CsN3O5


Question: Which of these has the lowest charge?
Answer: C37H35As2BrCl2CsN3O5